(1)
The following is a DFT calculation (wB97M-V/def2-TZVPD) of C38H78FN2O13PS12 as an isolated structure.

Charge   0
HOMO energy   -7.74 eV
E   -212285.466 eV
2S+1   1

Each line ends with the Löwdin charge.
Element x y z (Å)
C1 3.24 -0.72 2.67  -0.164
C2 3.40 0.30 1.45  -0.376
P1 3.82 2.07 2.01  1.014
C3 4.99 2.71 0.66  -0.406
C4 4.61 2.07 -0.76  -0.197
C5 2.21 3.01 2.02  -0.245
C6 1.24 2.86 3.10  -0.232
S1 1.45 1.77 4.54  0.711
O1 2.83 1.53 4.89  -0.300
O2 0.67 0.55 4.34  -0.303
F1 0.75 2.53 5.84  -0.200
C7 -0.07 3.61 3.04  -0.032
C8 -0.49 4.50 1.98  -0.119
C9 -1.92 5.14 2.09  -0.044
C10 -2.90 4.50 1.02  -0.315
O3 -3.20 5.14 0.02  0.038
C11 -3.54 3.10 1.17  -0.116
C12 -4.81 2.83 0.42  -0.004
C13 -5.44 1.49 0.49  -0.062
C14 -4.88 0.38 1.29  -0.055
C15 -3.64 0.65 2.04  -0.063
C16 -3.00 1.98 1.95  -0.020
C17 0.47 4.74 0.86  -0.256
N1 0.26 5.58 -0.22  -0.213
S2 1.68 5.44 -1.10  0.992
N2 2.54 4.34 -0.21  -0.267
C18 1.81 3.98 0.90  -0.254
H1 3.68 -1.71 2.36  0.030
H2 3.86 -0.35 3.52  0.064
H3 2.17 -0.92 2.94  0.059
H4 2.47 0.31 0.81  0.062
H5 4.24 -0.13 0.82  0.082
H6 6.06 2.43 0.94  0.073
H7 4.99 3.84 0.62  0.061
H8 3.48 2.06 -0.79  0.049
H9 5.00 2.68 -1.62  0.063
H10 5.00 1.02 -0.87  0.033
H11 -0.79 3.47 3.89  0.119
H12 -2.33 4.99 3.13  0.132
H13 -1.91 6.26 1.93  0.113
H14 -5.31 3.57 -0.24  0.101
H15 -6.38 1.25 -0.07  0.068
H16 -5.32 -0.64 1.38  0.073
H17 -3.14 -0.13 2.68  0.096
H18 -2.05 2.11 2.52  0.075
C19 -5.22 -4.76 2.06  -0.272
S3 -3.73 -3.86 1.61  0.835
O4 -4.08 -2.41 1.55  -0.570
C20 -3.64 -4.45 -0.09  -0.273
H19 -5.49 -4.50 3.08  0.047
H20 -6.04 -4.48 1.39  0.055
H21 -5.03 -5.83 1.99  0.051
H22 -4.56 -4.19 -0.62  0.060
H23 -3.50 -5.54 -0.08  0.060
H24 -2.79 -3.98 -0.57  0.013
C21 3.32 -5.68 3.30  -0.254
S4 4.85 -4.82 2.89  0.842
O5 4.57 -3.36 2.91  -0.568
C22 4.91 -5.33 1.17  -0.281
H25 3.07 -5.46 4.34  0.053
H26 2.52 -5.33 2.65  0.045
H27 3.46 -6.75 3.18  0.056
H28 4.01 -5.00 0.66  0.025
H29 5.00 -6.42 1.11  0.047
H30 5.78 -4.87 0.70  0.050
C23 -10.19 4.13 0.34  -0.269
S5 -8.99 2.91 0.91  0.833
O6 -8.10 2.58 -0.25  -0.570
C24 -10.16 1.55 1.08  -0.263
H31 -9.66 5.06 0.13  0.050
H32 -10.67 3.77 -0.57  0.057
H33 -10.93 4.30 1.12  0.053
H34 -10.65 1.36 0.12  0.056
H35 -10.91 1.81 1.84  0.053
H36 -9.62 0.66 1.39  0.054
C25 6.41 -5.49 -2.64  -0.248
S6 4.72 -5.99 -2.26  0.791
O7 4.80 -7.10 -1.27  -0.550
C26 4.38 -6.74 -3.87  -0.264
H37 6.83 -5.02 -1.75  0.047
H38 7.00 -6.36 -2.92  0.061
H39 6.40 -4.76 -3.46  0.052
H40 5.11 -7.53 -4.07  0.058
H41 4.44 -5.97 -4.65  0.053
H42 3.38 -7.16 -3.85  0.051
C27 -6.99 0.54 -5.26  -0.277
S7 -7.27 -0.15 -3.62  0.803
O8 -7.98 -1.45 -3.79  -0.561
C28 -8.49 1.07 -3.10  -0.282
H43 -6.28 -0.09 -5.78  0.047
H44 -7.93 0.57 -5.81  0.054
H45 -6.58 1.55 -5.16  0.051
H46 -9.33 1.07 -3.79  0.057
H47 -8.03 2.06 -3.07  0.051
H48 -8.83 0.81 -2.10  0.029
C29 7.52 0.33 -3.72  -0.258
S8 5.83 -0.17 -3.36  0.792
O9 5.89 -1.22 -2.30  -0.553
C30 5.55 -1.01 -4.93  -0.292
H49 7.92 0.85 -2.85  0.050
H50 8.14 -0.55 -3.93  0.055
H51 7.53 1.01 -4.58  0.052
H52 6.28 -1.80 -5.07  0.005
H53 5.62 -0.28 -5.75  0.038
H54 4.55 -1.44 -4.92  0.054
C31 1.82 -3.87 -0.80  -0.274
S9 0.46 -3.62 0.36  0.833
O10 -0.76 -4.21 -0.26  -0.568
C32 0.36 -1.83 0.17  -0.241
H55 2.03 -4.94 -0.87  0.035
H56 1.54 -3.49 -1.79  0.060
H57 2.71 -3.35 -0.44  0.051
H58 0.18 -1.58 -0.87  0.065
H59 1.30 -1.38 0.51  0.020
H60 -0.46 -1.47 0.79  0.057
C33 -5.04 8.03 0.47  -0.262
S10 -3.66 8.84 1.30  0.795
O11 -3.67 8.41 2.72  -0.558
C34 -4.34 10.51 1.23  -0.276
H61 -4.83 6.96 0.43  0.027
H62 -5.96 8.21 1.03  0.058
H63 -5.13 8.42 -0.54  0.056
H64 -5.31 10.53 1.74  0.056
H65 -4.46 10.82 0.19  0.051
H66 -3.65 11.19 1.74  0.048
C35 -0.58 -2.25 9.04  -0.278
S11 -0.93 -2.47 7.28  0.805
O12 -0.52 -3.85 6.91  -0.562
C36 0.35 -1.35 6.69  -0.276
H67 -1.25 -2.90 9.60  0.046
H68 0.46 -2.53 9.25  0.055
H69 -0.76 -1.21 9.32  0.050
H70 1.33 -1.68 7.05  0.066
H71 0.15 -0.34 7.05  0.050
H72 0.34 -1.35 5.60  0.029
C37 9.42 -1.17 -7.69  -0.256
S12 7.72 -1.67 -7.34  0.802
O13 7.78 -2.72 -6.28  -0.549
C38 7.44 -2.51 -8.91  -0.257
H73 9.81 -0.65 -6.81  0.050
H74 10.03 -2.04 -7.90  0.061
H75 9.43 -0.49 -8.54  0.056
H76 8.18 -3.30 -9.04  0.060
H77 7.51 -1.79 -9.72  0.055
H78 6.44 -2.94 -8.89  0.053


(2)
The following is a DFT calculation (wB97M-V/def2-TZVPD) of C29H27LuN4O2S4 as an isolated structure.

Charge   +2
HOMO energy   -12.93 eV
E   -117512.363 eV
2S+1   1
Energy relative to the best compared isomer or geometry (same formula, charge and spin)   0.000 eV

Each line ends with the natural charge from an NBO analysis.
Element x y z (Å)
Lu1 -0.65 -1.31 -0.07  1.604
C1 -2.98 1.53 -1.47  -0.516
C2 -2.73 0.48 -2.50  -0.542
S1 -2.99 -1.17 -1.85  0.263
C3 -2.72 -2.25 -3.28  -0.548
C4 -1.30 -2.69 -3.60  -0.511
S2 -0.33 -3.37 -2.16  0.223
C5 1.37 -3.10 -2.77  -0.521
C6 1.74 -1.63 -2.95  -0.496
S3 1.75 -0.71 -1.33  0.205
C7 1.43 1.03 -1.91  -0.518
C8 0.76 3.20 -0.56  -0.488
S4 -2.07 1.31 0.11  0.307
H1 -4.03 1.60 -1.17  0.259
H2 -2.64 2.50 -1.83  0.250
H3 -1.71 0.55 -2.87  0.224
H4 -3.41 0.60 -3.39  0.258
H5 -3.25 -1.78 -4.13  0.270
H6 -3.32 -3.14 -2.96  0.249
H7 -0.75 -1.83 -4.03  0.224
H8 -1.34 -3.48 -4.36  0.263
H9 1.49 -3.63 -3.71  0.264
H10 2.03 -3.53 -2.00  0.256
H11 1.11 -1.12 -3.64  0.220
H12 2.74 -1.57 -3.37  0.260
H13 1.00 1.09 -2.91  0.242
H14 2.43 1.51 -1.95  0.255
H15 -0.14 3.65 -1.05  0.238
H16 0.66 3.42 0.52  0.248
O1 0.40 -1.15 7.10  -0.338
N1 -0.54 -1.85 6.74  0.491
O2 -1.27 -2.51 7.52  -0.343
C9 -0.90 -1.96 5.39  0.060
C10 -1.99 -2.70 5.08  -0.092
C11 -2.31 -3.00 3.73  -0.096
C12 -3.36 -3.87 3.39  -0.046
C13 -3.56 -4.15 2.04  -0.236
C14 -2.71 -3.64 1.09  0.106
N2 -1.75 -2.70 1.35  -0.610
C15 -1.48 -2.49 2.68  0.200
C16 -0.44 -1.54 3.01  0.239
N3 0.23 -0.96 1.98  -0.627
C17 1.22 -0.04 2.27  0.132
C18 1.47 0.38 3.57  -0.245
C19 0.84 -0.25 4.64  -0.045
C20 -0.15 -1.25 4.36  -0.082
H17 -2.61 -3.05 5.91  0.289
H18 -4.05 -4.21 4.17  0.260
H19 -4.37 -4.81 1.71  0.263
H20 -2.81 -3.96 0.05  0.221
H21 1.70 0.38 1.38  0.231
H22 2.16 1.16 3.78  0.256
H23 1.05 0.10 5.63  0.283
N4 6.35 6.72 -2.62  -0.238
C21 5.41 6.06 -2.31  0.243
C22 4.25 5.35 -1.95  -0.182
C23 4.39 4.37 -0.96  -0.096
C24 3.26 3.66 -0.56  -0.233
C25 1.99 3.93 -1.07  -0.025
C26 1.90 4.92 -2.04  -0.198
C27 3.00 5.58 -2.54  -0.144
C28 0.56 1.72 -0.88  0.050
C29 -0.45 0.98 -0.43  -0.785
H24 5.34 4.20 -0.49  0.234
H25 3.30 2.89 0.19  0.198
H26 0.92 5.14 -2.45  0.216
H27 2.89 6.40 -3.25  0.248


(3)
The following is a DFT calculation (wB97M-V/def2-TZVPD) of a 2-piece molecular cluster, C3H13BrSi3 overall.

Charge   0
HOMO energy   -8.06 eV
E   -96994.848 eV
2S+1   1
Energy relative to the best compared isomer or geometry (same formula, charge and spin)   2.516 eV

Each line ends with the natural charge from an NBO analysis.
Element x y z (Å)
C1 -1.75 -0.69 0.70  -1.072
C2 0.14 1.79 -0.35  -1.088
C3 -2.33 0.66 -1.95  -1.055
Si1 3.01 -1.05 2.20  0.788
Si2 1.06 -1.30 -0.90  0.409
Si3 -0.85 0.12 -0.76  0.972
Br1 4.41 0.11 0.85  -0.363
H1 -2.20 -1.58 0.45  0.232
H2 -1.05 -0.95 1.47  0.226
H3 -2.49 -0.03 1.06  0.234
H4 0.80 2.07 -1.28  0.246
H5 -0.70 2.59 -0.30  0.234
H6 0.52 1.78 0.68  0.239
H7 -2.08 1.17 -2.80  0.224
H8 -2.84 -0.24 -2.36  0.231
H9 -3.15 1.29 -1.39  0.232
H10 3.15 -2.42 1.64  -0.146
H11 1.85 -0.20 1.81  -0.133
H12 3.59 -1.16 3.53  -0.152
H13 0.91 -1.97 -2.32  -0.257